22
Properties=species:S:1:pos:R:3:lowdin_charge:R:1 method="wB97M-V/def2-TZVPD" largest_force_ev_per_a=3.31 relative_energy_kj_mol=92.42 energy_ha=-1403.07076 lumo_ev=-0.60 total_charge=0 homo_energy_ev=-9.0
H 1.07512 -0.95890 -1.15001 0.1381
H 0.60232 -2.91153 1.48821 0.0723
S 0.76756 1.88180 0.73417 1.1362
H 3.39783 -0.03037 2.00413 0.0712
C -2.06564 1.68528 0.59485 -0.0753
C -2.93801 0.14549 -0.89181 -0.0809
S 3.12356 -0.25133 -0.06007 0.4909
H -3.80378 -0.39113 -1.16982 0.1003
H 1.36356 -1.60014 1.06659 -0.0912
C -0.82784 1.30757 0.17980 -0.4032
N 0.70939 -0.02170 -0.91417 0.0553
O 4.32588 0.48246 -0.18468 -0.2985
C 1.54440 0.77273 -0.29526 -0.5113
H -1.58963 -1.07547 -2.04407 0.1304
H -2.12282 2.48452 1.23293 0.0909
C -1.70603 -0.28147 -1.32175 0.0193
C -0.63326 0.29837 -0.71230 -0.2741
O 0.66937 -2.18920 0.81303 -0.0888
N 2.63185 -0.52635 1.42999 -0.2409
H -4.22234 1.39797 0.12432 0.1228
C -3.17213 1.13255 0.02618 -0.0584
O 2.87064 -1.35113 -0.95027 -0.3050

---

22
Properties=species:S:1:pos:R:3:lowdin_charge:R:1 method="wB97M-V/def2-TZVPD" largest_force_ev_per_a=4.03 relative_energy_kj_mol=592.67 energy_ha=-756.92547 lumo_ev=-0.47 total_charge=0 homo_energy_ev=-9.1
C 0.56276 0.37764 -0.02344 -0.2068
O -0.78963 1.14379 -1.66036 0.0924
O 0.49986 -0.44157 -2.24000 0.1381
H 2.06750 2.60918 -0.92158 0.1220
H -1.91995 -0.47827 1.57549 0.1172
H 1.28153 -2.75404 0.24945 0.1249
C -0.82424 -2.52793 -0.16585 -0.0764
C 0.35434 -2.19161 0.19408 -0.1050
C 1.28397 2.78370 -0.12171 -0.0384
N -3.12056 0.47449 0.22325 -0.3884
O -3.23649 1.46623 0.90616 0.0845
H -1.11649 -3.49239 -0.51608 0.1123
C -2.15674 -0.53200 0.58121 -0.0318
C -1.86880 -1.49183 -0.25708 -0.0388
H 1.12538 -0.91585 1.64748 0.1485
O 0.93795 1.56100 0.52622 -0.0510
H -2.35520 -1.39751 -1.23158 0.1376
O -3.91488 0.20497 -0.67571 0.0574
N 0.11353 0.35433 -1.45266 -0.3402
H 1.42931 3.49926 0.61526 0.0725
H 0.48022 3.19594 -0.71491 0.0780
C 0.70226 -0.82174 0.61087 -0.0084

---

19
Properties=species:S:1:pos:R:3:lowdin_charge:R:1 method="wB97M-V/def2-TZVPD" largest_force_ev_per_a=3.90 relative_energy_kj_mol=83.09 energy_ha=-777.01690 smiles=C#CP(C)c1ncc(N)cn1 lumo_ev=0.32 total_charge=0 homo_energy_ev=-8.8
H -3.82959 -1.88089 -0.24242 0.0840
P -2.12766 -0.45934 0.99837 0.9652
C 1.52500 0.91033 1.36342 -0.0502
H 3.87169 1.50521 0.40462 0.0704
C 1.50941 -0.49077 -0.50982 -0.0487
H -2.84899 -2.77181 0.74272 0.0184
H -1.91971 -2.17088 -0.68367 0.0012
H -2.42041 2.51632 -2.23683 -0.0388
C -2.27070 1.80922 -1.52629 -0.0367
C -2.67928 -1.93625 0.03795 -0.3694
C -0.31337 -0.28587 0.83376 -0.6673
H 1.89640 -0.93096 -1.39220 0.1064
N 0.23742 -0.88489 -0.23735 0.0856
H 3.91805 0.51066 -0.82111 0.0765
C -2.34696 0.99260 -0.62173 -0.2149
H 2.02991 1.61943 2.16201 0.1507
C 2.19219 0.44341 0.24773 -0.3297
N 3.34990 0.96387 -0.19097 0.1366
N 0.22670 0.54062 1.67181 0.0608

---

19
Properties=species:S:1:pos:R:3:lowdin_charge:R:1 method="wB97M-V/def2-TZVPD" largest_force_ev_per_a=3.95 relative_energy_kj_mol=305.29 energy_ha=-833.65012 lumo_ev="-5.81 / -5.81" total_charge=+1 homo_energy_ev="-12.4 / -12.4"
H 3.53762 -2.12276 0.61384 0.1030
H 1.19894 -2.12310 1.21523 0.1400
C 3.40180 -0.28446 -0.49448 -0.0171
N 2.56414 0.71504 -0.93770 0.1089
C 2.94344 -1.35500 0.25672 0.0009
N -3.68455 0.35258 0.13504 -0.4436
C -2.67186 1.19650 0.20805 -0.1374
H -2.67995 2.27269 0.44906 0.1585
C 1.60049 -1.38600 0.52362 -0.0154
N -1.32769 0.74494 0.09945 0.0722
H 4.38420 -0.08028 -0.74382 0.1011
H 0.60420 1.30574 -1.10593 0.1015
H -0.58406 1.55591 -0.09282 0.1948
S -3.63959 -1.28394 -0.23475 0.6721
C 1.32193 0.59318 -0.75449 -0.0977
C 0.71804 -0.48616 0.04261 -0.1563
H -1.30582 -1.35701 0.27439 0.0521
H -4.60345 0.87076 0.25688 0.1522
C -0.71600 -0.44462 0.15445 0.0102